Record 1
Formula: C4H11N2O
Source: OMol25
Level of theory: wB97M-V/def2-TZVPD

The geometry in XYZ format:
```
18
Properties=species:S:1:pos:R:3:forces:R:3:nbo_charge:R:1
C -2.256 0.964 0.207 0.41 0.03 -0.02 -0.72
C -1.129 0.425 1.061 -0.56 0.18 0.46 0.68
N -0.504 1.325 1.842 0.27 0.09 -0.10 -0.80
O -0.819 -0.760 1.072 0.41 -0.15 -0.40 -0.66
H -2.883 0.147 -0.128 -0.10 -0.08 0.01 0.25
H -1.827 1.473 -0.658 -0.04 0.03 -0.11 0.22
H -2.844 1.700 0.743 -0.13 0.04 0.07 0.25
H -0.777 2.290 1.873 -0.06 0.03 0.03 0.41
H 0.251 1.019 2.434 -0.08 -0.03 0.05 0.41
C 2.767 -0.530 -1.424 -0.16 0.18 -0.03 -0.44
C 0.444 -1.189 -1.096 -0.40 -0.12 -0.31 0.17
N 1.302 -0.380 -1.568 0.38 0.31 0.58 -0.42
H 3.222 0.453 -1.486 0.00 0.01 -0.05 0.24
H 3.140 -1.163 -2.222 0.04 -0.03 -0.09 0.25
H 2.988 -0.962 -0.455 -0.02 -0.11 0.05 0.24
H 0.780 -2.099 -0.621 -0.13 -0.07 0.10 0.24
H -0.605 -0.973 -1.249 0.08 -0.25 0.08 0.24
H 0.955 0.497 -1.938 0.10 -0.05 -0.34 0.43
```
Forces are in eV/Å.

* net charge: +1
* energy relative to the best compared isomer or geometry (same formula, charge and spin): 30.2 kcal per mole
* highest occupied orbital energy: -13.812 eV
* HOMO-LUMO gap: 9.399 eV
* LUMO level: -4.4 eV

Record 2
Formula: C33H35F3Ge2I2MgN3O2
Source: OMol25
Level of theory: wB97M-V/def2-TZVPD

The geometry in XYZ format:
```
81
Properties=species:S:1:pos:R:3:forces:R:3:lowdin_spin:R:1
Mg -0.596 -0.316 0.293 -0.48 0.66 0.40 0.00
C 1.892 -0.748 3.501 0.02 -0.07 -0.16 0.00
C 1.346 -1.109 2.144 0.14 0.03 -0.33 0.00
O 0.934 -0.109 1.396 0.70 -0.02 0.86 0.02
C 1.309 -2.426 1.769 0.08 0.06 0.24 0.01
C 0.692 -2.948 0.580 -0.22 -0.02 -0.42 0.00
C 0.907 -4.376 0.179 0.09 -0.01 0.01 0.00
N -0.088 -2.176 -0.111 0.29 -0.35 0.31 0.00
N -0.727 -2.668 -1.223 -0.34 -0.29 -0.60 0.00
C -1.639 -1.808 -1.642 0.71 -0.56 0.36 0.00
O -1.891 -0.686 -1.063 -0.65 -0.04 -0.60 0.00
C -2.385 -2.192 -2.866 -0.16 0.13 -0.08 0.00
C -3.542 -1.495 -3.203 0.07 0.00 0.04 0.00
C -4.232 -1.805 -4.364 -0.04 0.01 -0.01 0.00
C -3.762 -2.804 -5.204 -0.03 0.01 -0.04 0.00
C -2.619 -3.515 -4.863 0.00 -0.02 0.00 0.00
C -1.934 -3.217 -3.696 -0.06 0.02 0.00 0.00
H 1.119 -0.228 4.072 0.04 0.05 -0.01 0.00
H 2.743 -0.077 3.403 0.01 0.00 0.01 0.00
H 2.196 -1.638 4.048 0.02 0.02 0.04 0.00
H 1.769 -3.142 2.437 -0.04 -0.03 -0.01 0.00
H 1.582 -4.880 0.869 0.00 0.01 0.01 0.00
H 1.329 -4.409 -0.827 -0.03 -0.02 0.00 0.00
H -0.043 -4.908 0.137 -0.01 0.02 -0.03 0.00
H -3.885 -0.709 -2.543 0.03 0.02 -0.02 0.00
H -5.137 -1.266 -4.614 0.02 0.02 -0.03 0.00
H -4.280 -3.021 -6.130 -0.03 -0.05 0.03 0.00
H -2.263 -4.306 -5.511 0.02 0.01 0.00 0.00
H -1.047 -3.767 -3.416 0.03 0.02 0.01 0.00
I 0.144 2.055 -0.994 0.17 -0.16 0.16 0.10
I -2.264 3.713 -1.964 -0.28 0.20 -0.15 0.72
C 3.219 2.539 2.893 0.00 -0.03 -0.27 0.00
Ge 3.406 3.016 0.983 -0.24 0.14 0.18 0.02
C 2.223 4.573 0.696 0.13 -0.18 -0.02 0.00
C 5.285 3.568 0.684 -0.24 -0.16 -0.07 0.01
Ge 2.672 1.204 -0.587 1.43 0.62 -0.58 0.08
C 2.999 1.728 -2.492 -0.16 0.04 0.50 0.02
C 3.501 2.995 -2.777 0.07 -0.05 0.10 0.01
C 3.650 3.422 -4.089 0.03 0.02 -0.04 0.00
C 3.292 2.583 -5.133 0.01 0.05 -0.03 0.00
C 2.771 1.325 -4.862 0.01 -0.01 0.02 0.00
C 2.616 0.907 -3.549 0.05 -0.08 -0.01 0.00
C 3.747 -0.453 -0.417 -0.89 0.03 0.26 0.00
C 4.721 -0.465 0.575 -0.10 0.19 0.17 0.00
C 5.564 -1.555 0.731 0.12 -0.03 -0.07 0.00
C 5.445 -2.645 -0.119 0.03 0.04 0.05 0.00
C 4.482 -2.639 -1.118 0.00 0.00 -0.07 0.00
C 3.629 -1.554 -1.258 -0.11 -0.10 -0.08 0.00
H 3.222 3.460 3.478 0.04 0.05 -0.07 0.00
H 4.043 1.916 3.238 0.00 -0.03 -0.02 0.00
H 2.281 2.018 3.080 0.01 0.05 -0.08 0.00
H 2.690 5.454 1.138 0.04 -0.03 0.02 0.00
H 1.267 4.404 1.190 0.01 -0.03 -0.01 0.00
H 2.027 4.776 -0.357 0.04 -0.03 -0.01 0.00
H 5.569 4.217 1.514 -0.02 -0.01 0.01 0.00
H 5.402 4.127 -0.243 -0.03 -0.03 -0.01 0.00
H 5.966 2.717 0.660 -0.02 -0.01 0.01 0.00
H 3.774 3.661 -1.964 0.01 0.03 -0.06 0.00
H 4.038 4.411 -4.295 0.01 -0.01 0.00 0.00
H 3.406 2.915 -6.157 0.00 -0.01 0.00 0.00
H 2.475 0.673 -5.674 -0.01 0.00 0.00 0.00
H 2.170 -0.062 -3.358 0.00 0.03 -0.03 0.00
H 4.825 0.390 1.236 0.00 -0.07 0.06 0.00
H 6.319 -1.550 1.507 -0.02 0.01 0.00 0.00
H 6.103 -3.497 -0.002 -0.01 0.01 -0.01 0.00
H 4.401 -3.479 -1.796 -0.05 -0.01 0.04 0.00
H 2.866 -1.581 -2.026 0.01 -0.03 0.03 0.00
F -6.356 0.524 3.994 0.05 0.12 0.02 0.00
C -5.474 1.541 3.997 -0.05 -0.03 0.10 0.00
F -5.145 1.777 5.281 -0.05 -0.01 -0.11 0.00
F -6.102 2.628 3.531 0.03 -0.06 0.04 0.00
C -4.257 1.189 3.184 0.06 0.01 -0.07 0.00
C -3.921 1.891 2.042 0.05 -0.04 0.04 0.00
C -2.807 1.478 1.327 -0.17 0.00 0.13 0.00
N -2.045 0.453 1.702 -0.19 0.01 -0.03 0.00
C -2.370 -0.206 2.816 0.06 -0.05 0.14 0.00
C -3.468 0.122 3.589 0.02 0.04 -0.04 0.00
H -4.499 2.737 1.698 -0.04 -0.03 0.01 0.00
H -2.529 1.991 0.419 0.02 0.01 -0.10 0.00
H -1.719 -1.026 3.099 -0.02 -0.01 -0.03 0.00
H -3.701 -0.441 4.481 0.01 -0.01 -0.01 0.00
```
Forces are in eV/Å.

* energy relative to the best compared isomer or geometry (same formula, charge and spin): 17.6 kcal per mole
* highest occupied orbital energy (alpha / beta): -7.070 / -7.052 eV
* HOMO-LUMO gap (alpha / beta): 6.579 / 4.060 eV
* LUMO level (alpha / beta): -0.5 / -3.0 eV
* 2S+1: 2

Record 3
Formula: C15H18BCl3OSi
Source: OMol25
Level of theory: wB97M-V/def2-TZVPD

The geometry in XYZ format:
```
39
Properties=species:S:1:pos:R:3:forces:R:3:nbo_charge:R:1
Cl -2.291 -1.858 -0.747 0.29 0.23 0.24 -0.23
B -2.120 -0.424 0.413 -2.11 -0.83 -0.97 0.37
Cl -2.738 1.127 -0.388 0.09 0.21 -0.07 -0.25
Cl -3.091 -0.736 1.958 -0.08 0.03 0.23 -0.25
O -0.719 -0.262 0.754 1.95 3.19 2.80 -0.57
C -0.486 0.752 1.587 -0.86 -2.63 -2.18 0.48
C 0.814 1.044 2.013 1.41 -0.09 0.15 -0.16
C 1.115 2.104 2.898 -0.61 -0.43 -0.42 -0.11
C 2.414 2.333 3.273 0.22 0.13 0.14 -0.24
C 3.435 1.527 2.786 -0.15 -0.03 -0.04 -0.11
C 3.158 0.482 1.915 0.27 -0.06 -0.01 -0.23
C 1.866 0.239 1.532 -0.42 0.00 -0.06 -0.10
H -1.333 1.335 1.913 -0.26 0.09 0.05 0.23
H 0.318 2.724 3.270 -0.19 0.15 0.10 0.23
H 2.645 3.141 3.949 0.01 0.08 0.06 0.23
H 4.452 1.713 3.082 0.19 0.06 0.08 0.23
H 3.954 -0.138 1.537 0.11 -0.05 -0.01 0.23
H 1.619 -0.563 0.855 0.05 -0.11 -0.07 0.25
C -2.570 -3.934 4.529 0.26 -0.06 -0.17 -1.10
Si -1.138 -3.852 3.326 -0.60 0.13 -0.39 1.40
C -1.499 -4.824 1.768 0.05 0.07 0.36 -1.10
H -0.936 -2.451 2.950 0.24 0.35 -0.02 -0.21
C 0.429 -4.438 4.126 -0.69 0.25 -0.33 -0.47
C 0.501 -5.737 4.584 0.29 -0.29 0.21 -0.14
C 1.655 -6.199 5.189 -0.12 -0.33 0.06 -0.23
C 2.739 -5.357 5.338 0.15 -0.03 0.07 -0.21
C 2.668 -4.056 4.879 0.20 0.19 0.01 -0.21
C 1.513 -3.598 4.273 0.34 0.01 0.12 -0.20
H -2.349 -3.338 5.411 -0.02 0.06 0.15 0.24
H -3.478 -3.554 4.070 -0.11 0.04 -0.05 0.25
H -2.740 -4.962 4.840 -0.09 -0.14 0.11 0.23
H -0.667 -4.736 1.075 0.07 -0.01 -0.14 0.24
H -1.643 -5.875 2.006 -0.03 -0.20 -0.04 0.23
H -2.398 -4.450 1.284 -0.08 0.06 -0.08 0.25
H -0.353 -6.385 4.464 -0.13 -0.26 0.03 0.20
H 1.708 -7.216 5.546 0.03 -0.15 0.06 0.21
H 3.640 -5.716 5.811 0.12 -0.04 0.06 0.21
H 3.514 -3.398 4.995 0.18 0.12 0.03 0.21
H 1.447 -2.586 3.910 0.06 0.28 -0.05 0.20
```
Forces are in eV/Å.

* highest occupied orbital energy: -9.286 eV
* HOMO-LUMO gap: 6.890 eV
* LUMO level: -2.4 eV

Record 4
Formula: C2H6N2OS2
Source: OMol25
Level of theory: wB97M-V/def2-TZVPD

The geometry in XYZ format:
```
13
Properties=species:S:1:pos:R:3:forces:R:3:nbo_charge:R:1
C -1.018 1.422 -0.046 0.01 -2.29 0.43 -0.49
C 0.325 -0.871 -0.085 1.12 -1.63 1.67 0.75
H -2.341 1.431 -0.343 4.56 0.71 0.80 0.28
H -0.075 1.712 -1.026 -3.56 -0.29 3.20 0.22
H -0.716 1.818 1.191 -1.02 -0.65 -4.33 0.25
H -2.914 -0.919 1.376 1.70 -0.65 -2.81 0.11
H 1.472 0.879 -0.333 -0.65 -1.39 0.41 0.40
H 3.345 -1.313 -0.884 -0.25 0.04 -0.21 0.10
N -0.885 -0.162 0.106 0.95 0.80 -0.88 -0.66
N 1.470 -0.131 -0.075 -0.48 4.27 -1.33 -0.81
O 0.503 -2.088 -0.059 -1.52 1.09 -0.36 -0.61
S -2.195 -1.213 -0.009 -2.31 1.12 2.70 0.22
S 3.027 -0.563 0.187 1.46 -1.12 0.71 0.23
```
Forces are in eV/Å.

* energy relative to the best compared isomer or geometry (same formula, charge and spin): 97.6 kcal per mole
* highest occupied orbital energy: -8.952 eV
* HOMO-LUMO gap: 9.039 eV
* LUMO level: 0.1 eV

Record 5
Formula: C10H14NO
Source: OMol25
Level of theory: wB97M-V/def2-TZVPD

The geometry in XYZ format:
```
26
Properties=species:S:1:pos:R:3:forces:R:3:nbo_charge:R:1
C -3.413 0.878 0.217 1.77 0.80 -2.83 -0.24
C -2.754 0.722 -0.975 -0.97 0.45 0.41 -0.13
C -2.791 0.262 1.324 0.98 -2.76 1.22 -0.19
C -1.619 -0.254 -1.194 0.25 0.65 0.34 -0.26
C -1.689 -0.536 1.290 -1.87 0.37 1.26 -0.05
C 1.189 -2.228 0.224 -0.96 0.86 -0.37 -0.19
C 0.192 -1.366 0.118 -0.58 -1.05 0.02 0.50
C 2.680 -2.218 0.570 -1.39 0.25 -2.48 -0.61
C 2.046 2.632 -0.120 -2.22 -0.53 1.28 -0.74
C 2.001 1.391 -0.867 1.69 -0.90 -1.72 0.49
N -1.000 -0.839 0.090 2.06 0.47 -0.93 -0.35
O 1.755 0.273 -0.459 -0.40 1.01 0.12 -0.60
H -4.208 1.567 0.437 -0.30 0.09 -0.53 0.25
H -2.967 1.208 -1.962 -0.35 -0.28 1.27 0.24
H -3.358 0.172 2.245 0.32 0.52 0.19 0.24
H -2.051 -1.047 -1.794 0.28 -0.54 0.01 0.25
H -1.427 -1.067 2.217 0.41 0.19 -0.85 0.24
H 0.892 -3.251 0.027 -0.74 -0.16 0.14 0.27
H 3.097 -1.210 0.375 0.17 -1.13 0.09 0.26
H 2.607 -2.440 1.587 0.65 -0.36 1.88 0.24
H 3.063 -3.127 0.013 0.26 1.52 0.68 0.25
H 2.876 2.664 0.511 1.65 -0.43 1.18 0.27
H 2.183 3.490 -0.727 -0.68 0.88 -0.65 0.25
H 1.179 2.564 0.583 0.43 0.88 -0.56 0.25
H -0.865 0.276 -1.814 -0.05 -0.67 0.67 0.24
H 2.380 1.482 -1.916 -0.39 -0.15 0.18 0.12
```
Forces are in eV/Å.

* net charge: +1
* energy relative to the best compared isomer or geometry (same formula, charge and spin): 110.2 kcal per mole
* highest occupied orbital energy: -12.179 eV
* HOMO-LUMO gap: 8.206 eV
* LUMO level: -4.0 eV

Record 6
Formula: C20H22AlBClF4N4O
Source: OMol25
Level of theory: wB97M-V/def2-TZVPD

The geometry in XYZ format:
```
54
Properties=species:S:1:pos:R:3:forces:R:3:nbo_charge:R:1
Al -0.142 -0.170 0.001 0.09 0.11 -0.03 2.03
Cl -3.356 5.908 -2.502 0.02 -0.08 0.02 0.03
C -2.736 4.349 -2.069 -0.06 0.04 -0.05 -0.09
C -3.322 3.195 -2.608 -0.07 -0.02 -0.06 -0.14
C -2.855 1.942 -2.289 -0.01 0.08 -0.02 -0.27
C -1.771 1.797 -1.412 0.06 -0.18 0.06 0.41
O -1.322 0.598 -1.111 0.10 -0.06 -0.17 -0.89
C -1.191 2.958 -0.872 0.20 0.11 0.25 -0.18
C -0.116 2.877 0.060 -0.20 0.08 -0.22 0.23
N 0.451 1.783 0.458 0.18 -0.18 0.37 -0.63
C 1.502 1.891 1.417 -0.29 -0.20 -0.21 0.09
C 2.319 2.964 1.630 0.15 0.20 0.07 -0.20
C 3.271 2.939 2.677 -0.08 0.02 -0.11 -0.18
C 3.395 1.848 3.487 -0.03 -0.06 0.01 -0.17
C 2.591 0.705 3.256 0.16 0.02 0.17 -0.10
C 2.650 -0.473 4.038 0.09 0.08 0.06 -0.08
C 1.837 -1.523 3.737 -0.14 -0.09 -0.10 -0.25
C 0.976 -1.431 2.624 0.08 0.09 -0.02 0.11
N 0.902 -0.355 1.867 0.12 -0.12 0.01 -0.57
C 1.674 0.726 2.201 -0.21 -0.16 -0.19 0.21
C -1.687 4.235 -1.203 -0.01 0.03 -0.01 -0.16
H -4.162 3.305 -3.283 0.02 -0.01 0.01 0.24
H -3.316 1.054 -2.701 0.00 0.01 0.02 0.24
H 0.232 3.824 0.470 -0.02 -0.01 0.00 0.19
H 2.244 3.849 1.011 0.03 -0.01 0.02 0.23
H 3.898 3.806 2.836 -0.02 -0.01 -0.02 0.24
H 4.109 1.838 4.300 -0.02 -0.01 -0.01 0.24
H 3.340 -0.522 4.872 -0.02 -0.01 -0.02 0.24
H 1.845 -2.432 4.320 -0.01 0.00 -0.01 0.25
H 0.352 -2.268 2.346 -0.08 -0.07 -0.03 0.24
H -1.236 5.121 -0.772 0.00 -0.03 0.00 0.23
N 1.754 -0.379 -0.758 -0.18 0.05 -0.07 -0.91
C 1.888 -0.004 -2.206 -0.06 0.01 0.12 -0.22
C 2.248 -1.204 -3.062 0.14 -0.03 0.01 -0.42
C 1.113 -2.191 -3.319 -0.06 -0.03 -0.11 -0.42
C 0.429 -2.808 -2.107 -0.09 0.11 0.08 -0.22
N -0.480 -1.851 -1.421 0.02 0.04 0.16 -0.89
H 2.426 0.145 -0.205 -0.02 0.05 -0.03 0.41
H 2.021 -1.354 -0.641 0.03 0.01 -0.04 0.41
H 2.651 0.768 -2.281 0.05 -0.01 -0.03 0.22
H 0.947 0.439 -2.538 -0.01 0.00 0.02 0.21
H 3.096 -1.721 -2.597 -0.01 -0.01 -0.02 0.20
H 2.618 -0.839 -4.021 -0.04 0.00 -0.02 0.24
H 1.506 -3.006 -3.929 0.02 0.00 0.01 0.24
H 0.344 -1.710 -3.936 0.03 0.01 0.02 0.21
H 1.149 -3.202 -1.385 0.01 0.04 0.01 0.19
H -0.156 -3.664 -2.443 0.00 -0.04 0.00 0.22
H -1.170 -2.396 -0.910 0.08 -0.07 -0.07 0.43
H -1.033 -1.368 -2.126 0.05 0.06 -0.01 0.41
F -3.122 -2.521 0.279 0.15 0.01 0.11 -0.52
B -2.138 -2.561 1.206 -0.16 0.11 -0.05 1.40
F -1.116 -3.426 0.888 0.03 0.10 0.13 -0.54
F -2.464 -2.485 2.501 0.03 -0.04 -0.02 -0.51
F -1.374 -1.058 0.960 -0.07 0.06 0.03 -0.65
```
Forces are in eV/Å.

* net charge: +1
* energy relative to the best compared isomer or geometry (same formula, charge and spin): 12.7 kcal per mole
* highest occupied orbital energy: -11.149 eV
* HOMO-LUMO gap: 7.300 eV
* LUMO level: -3.8 eV

Computed strongest force on any atom, in the same sequence as the records: 0.8; 1.7; 4.7; 4.8; 3.4; 0.4 eV Å⁻¹.